Entry 1:
# C19H14N7O7PbS2

A structure of composition C19H14N7O7PbS2 (the ωB97M-V functional and the def2-TZVPD basis, the OMol25 dataset).

The geometry in XYZ format:
```
50
Properties=species:S:1:pos:R:3:nbo_charge:R:1
Pb 0.211 0.480 -0.942 1.330
N -2.301 4.737 0.511 -0.738
C -1.728 3.763 -0.195 0.319
S -3.007 2.700 -0.955 0.539
N -0.477 3.820 -0.425 -0.377
N 0.395 2.977 -0.917 -0.248
C 1.528 3.451 -1.322 0.053
C 2.637 2.594 -1.636 0.155
C 3.887 3.155 -1.925 -0.202
C 4.963 2.322 -2.156 -0.125
C 4.763 0.947 -2.116 -0.236
C 3.496 0.468 -1.837 0.074
N 2.460 1.262 -1.597 -0.522
H -3.251 4.637 0.829 0.418
H -1.703 5.357 1.036 0.428
H 1.696 4.523 -1.372 0.210
H 3.989 4.227 -1.971 0.238
H 5.936 2.732 -2.372 0.240
H 5.576 0.266 -2.307 0.240
H 3.306 -0.597 -1.805 0.204
O -1.327 2.793 2.422 -0.615
C -1.206 1.774 1.786 0.777
O -0.172 1.348 1.171 -0.842
C -2.376 0.781 1.677 -0.170
C -2.774 0.060 2.791 -0.134
C -3.675 -0.985 2.646 0.025
C -4.134 -1.368 1.393 -0.166
C -3.704 -0.667 0.280 -0.012
C -2.864 0.444 0.418 0.363
O -2.478 1.118 -0.719 -0.674
N -3.983 -1.160 -1.056 0.529
O -3.006 -1.256 -1.773 -0.377
O -5.109 -1.465 -1.336 -0.321
N -4.094 -1.751 3.816 0.532
O -4.860 -2.663 3.625 -0.357
O -3.628 -1.426 4.879 -0.351
H -2.363 0.309 3.758 0.270
H -4.795 -2.216 1.293 0.279
S 1.553 -1.141 0.760 -0.237
C 1.783 -2.687 0.083 0.094
N 2.164 -3.662 0.952 -0.476
C 2.396 -4.938 0.600 0.082
C 2.262 -5.327 -0.703 -0.273
C 1.879 -4.360 -1.652 -0.090
C 1.641 -3.066 -1.270 -0.272
H 2.268 -3.373 1.921 0.446
H 2.682 -5.618 1.388 0.241
H 2.441 -6.348 -0.992 0.253
H 1.767 -4.646 -2.687 0.243
H 1.338 -2.324 -1.994 0.231
```

- charge = +1
- molecular weight (u) = 723.7
- gap between HOMO and LUMO (eV) = 7.5956
- LUMO energy (eV) = -3.811

---

Entry 2:
# C19H14O2

An isolated molecule of C19H14O2 (the ωB97M-V functional and the def2-TZVPD basis, the OMol25 dataset).

The geometry in XYZ format:
```
35
Properties=species:S:1:pos:R:3:nbo_charge:R:1
C -4.845 -3.530 0.871 -0.246
C -4.305 -3.386 -0.191 -0.010
C -3.620 -3.149 -1.459 -0.481
C -2.537 -2.041 -1.320 -0.375
C -1.119 -2.615 -1.375 -0.420
C -0.036 -1.657 -0.921 0.001
C 1.168 -1.618 -1.617 -0.185
C 2.194 -0.759 -1.253 -0.166
C 2.006 0.093 -0.178 -0.137
C 0.814 0.055 0.543 -0.049
C -0.196 -0.822 0.179 -0.192
C 0.645 0.991 1.695 0.531
O 0.031 0.695 2.694 -0.510
C 1.299 2.322 1.503 -0.052
C 0.732 3.480 2.008 -0.193
C 1.350 4.701 1.765 -0.193
C 2.529 4.739 1.036 -0.197
C 3.112 3.580 0.548 -0.160
C 2.488 2.362 0.775 -0.146
C 3.044 1.081 0.243 0.553
O 4.231 0.867 0.167 -0.508
H -5.179 -3.700 1.867 0.236
H -4.356 -2.871 -2.213 0.237
H -3.150 -4.084 -1.771 0.230
H -2.716 -1.529 -0.376 0.214
H -2.684 -1.297 -2.104 0.209
H -0.907 -2.858 -2.418 0.210
H -1.098 -3.533 -0.782 0.222
H 1.325 -2.271 -2.469 0.213
H 3.135 -0.724 -1.786 0.233
H -1.101 -0.839 0.773 0.230
H -0.183 3.397 2.580 0.233
H 0.893 5.602 2.152 0.220
H 3.002 5.694 0.846 0.219
H 4.035 3.623 -0.014 0.232
```

- molecular weight (u) = 274.3
- gap between HOMO and LUMO (eV) = 8.9228
- LUMO energy (eV) = -0.586
- structure (SMILES) = C#CCCCc1ccc2c(c1)C(=O)c1ccccc1C2=O

---

Entry 3:
# C19H15Br2N4OPdS

A structure of composition C19H15Br2N4OPdS (the ωB97M-V functional and the def2-TZVPD basis, the OMol25 dataset).

The geometry in XYZ format:
```
43
Properties=species:S:1:pos:R:3:nbo_charge:R:1
Pd 0.086 -0.216 -0.299 0.219
C -1.538 2.461 0.907 -0.647
C -0.132 2.878 0.585 0.210
C 0.181 4.247 0.473 -0.255
C 1.457 4.635 0.194 -0.162
C 2.470 3.665 0.050 -0.137
C 3.827 3.958 -0.208 -0.149
Br 4.411 5.768 -0.408 -0.028
C 4.756 2.955 -0.311 -0.227
C 4.378 1.630 -0.154 -0.229
Br 5.707 0.273 -0.293 -0.011
C 3.052 1.201 0.121 0.374
O 2.709 0.019 0.297 -0.702
C 2.077 2.307 0.189 0.162
N 0.787 1.949 0.420 -0.451
H -1.928 3.048 1.743 0.201
H -1.561 1.402 1.156 0.249
H -2.195 2.618 0.049 0.221
H -0.606 4.981 0.608 0.201
H 1.710 5.683 0.094 0.217
H 5.792 3.193 -0.511 0.224
C -5.185 -1.470 -0.803 -0.400
N -4.031 -2.294 -0.542 -0.374
C -4.041 -3.599 -0.085 -0.094
C -2.761 -3.982 0.053 -0.064
N -1.959 -2.911 -0.308 -0.385
C -2.745 -1.842 -0.671 0.245
S -2.302 -0.290 -1.097 -0.243
C -0.544 -2.883 -0.190 0.296
C 0.065 -3.527 0.870 -0.277
C 1.454 -3.491 0.952 -0.234
C 2.148 -2.791 -0.018 -0.216
C 1.452 -2.185 -1.054 -0.013
N 0.098 -2.215 -1.168 -0.461
H -6.057 -2.113 -0.919 0.195
H -5.016 -0.898 -1.714 0.234
H -5.354 -0.764 0.011 0.209
H -4.955 -4.145 0.064 0.217
H -2.337 -4.927 0.335 0.228
H -0.537 -4.010 1.629 0.205
H 1.970 -3.961 1.778 0.204
H 3.222 -2.679 0.028 0.232
H 1.974 -1.678 -1.854 0.214
```

- charge = -1
- molecular weight (u) = 613.7
- gap between HOMO and LUMO (eV) = 5.2773
- LUMO energy (eV) = 2.507